# 1
{"formula": "C26H39AlBr3Cl3F3I2LiMgN2Na2O10PS", "method": "ωB97M-V with the def2-TZVPD basis set", "species": ["C", "F", "H", "O", "O", "H", "C", "H", "H", "H", "H", "H", "C", "O", "H", "O", "Br", "C", "H", "H", "O", "O", "H", "H", "C", "C", "C", "H", "C", "H", "C", "Mg", "H", "H", "O", "I", "H", "C", "C", "H", "Na", "C", "N", "C", "C", "O", "I", "C", "H", "Br", "Br", "Cl", "Na", "C", "H", "H", "C", "H", "H", "C", "C", "O", "Al", "C", "C", "H", "N", "S", "H", "Cl", "Li", "C", "H", "C", "P", "C", "H", "C", "H", "C", "Cl", "H", "O", "F", "H", "H", "H", "H", "H", "H", "H", "H", "F", "H", "H"], "coordinates": [[1.38, 3.78, -3.55], [2.24, 5.00, 4.65], [0.39, 4.28, -3.48], [5.55, 3.71, 6.13], [-0.22, -1.11, -6.56], [-1.19, -1.95, -8.89], [-0.45, 2.31, -0.93], [1.45, 2.95, -0.41], [1.30, -1.41, 2.56], [2.52, 2.43, -2.17], [0.43, -2.93, 1.24], [2.24, 4.48, -3.41], [-0.32, -2.77, -4.49], [3.31, 2.70, 6.30], [-5.40, -4.39, 2.51], [-5.36, -4.05, 3.43], [-3.86, 0.62, 1.49], [5.03, 3.69, 8.82], [-5.05, -0.54, -1.44], [-1.16, -3.26, 0.44], [-5.66, -6.18, 3.11], [-1.43, -2.73, -5.43], [2.27, -0.19, 4.23], [-2.79, 0.67, -0.88], [0.76, 0.56, 1.53], [-3.93, 3.52, -0.45], [1.74, -0.52, 2.04], [-0.90, -4.68, -3.39], [3.43, 5.09, 5.23], [3.66, -0.55, 3.21], [4.69, 3.01, 10.09], [-1.36, -4.92, -5.31], [1.53, -4.22, -0.27], [2.53, 2.50, -4.95], [-5.55, -5.38, 5.21], [3.31, -1.13, 0.58], [0.55, -3.31, -4.99], [-1.40, 2.72, 0.30], [0.72, -3.48, -2.25], [1.35, 1.35, 0.99], [4.96, -0.38, -1.57], [-1.69, -2.27, -7.95], [0.78, 3.07, -1.16], [-0.66, -3.55, -3.10], [-0.14, -2.82, 0.22], [4.34, 2.87, 4.13], [0.11, 1.60, 3.39], [1.55, 3.05, -4.94], [-4.98, 3.79, -0.63], [-4.77, -2.12, 0.80], [-1.60, -1.15, 2.38], [-0.60, 4.26, 0.96], [-2.14, -4.32, -1.76], [-4.18, -1.15, -1.77], [-3.01, -4.01, -7.90], [3.00, 1.09, 3.06], [-5.54, -5.28, 3.98], [1.02, 1.73, -2.88], [0.04, -1.77, -4.17], [-2.96, -2.89, -8.00], [-3.34, -1.42, -0.42], [-0.41, 0.90, -0.93], [7.21, 3.40, 4.93], [1.44, 2.66, -2.42], [2.70, 0.04, 3.22], [3.71, 2.55, 10.01], [5.30, 4.21, 7.82], [4.20, 3.43, 5.46], [-0.85, -1.52, -1.37], [-3.65, 0.67, -3.62], [-5.64, 2.17, 0.89], [-2.75, 3.32, -0.24], [-1.56, -3.09, -2.55], [-1.03, -1.99, -6.59], [-0.85, 0.07, 0.54], [-0.19, -1.41, -0.45], [-2.72, -2.30, -0.66], [-2.69, -0.05, -0.02], [1.26, -2.52, -2.41], [0.55, -3.93, -0.72], [1.77, -3.81, 2.11], [-3.86, -2.24, -8.11], [-1.45, 1.64, 1.19], [4.19, 5.89, 4.46], [4.68, 3.74, 10.90], [-0.08, -4.91, -0.67], [0.72, 2.36, -5.18], [-4.51, -2.11, -2.24], [-1.06, 2.62, -1.83], [1.65, 3.85, -5.73], [1.37, -4.27, -2.73], [5.44, 2.25, 10.31], [3.26, 5.73, 6.39], [0.77, -1.06, -0.91], [-3.55, -0.44, -2.53]], "energy_ev": -364252.95967, "e_above_lowest_ev": 0.000, "e_homo_ev": -13.122, "molar_mass_da": 1363.72, "total_charge": 3}

---

# 2
{"formula": "C20H27N3O4", "method": "ωB97M-V with the def2-TZVPD basis set", "species": ["O", "O", "C", "C", "H", "H", "C", "C", "H", "C", "N", "C", "H", "O", "H", "H", "H", "C", "C", "C", "H", "H", "N", "H", "H", "C", "H", "C", "O", "C", "C", "H", "H", "H", "C", "H", "C", "H", "H", "H", "H", "N", "C", "C", "H", "C", "H", "H", "H", "C", "H", "H", "C", "H"], "coordinates": [[-1.17, 0.34, -1.23], [-6.21, 3.19, 4.34], [4.04, -0.82, -0.16], [4.96, -0.09, -4.11], [-4.35, 2.82, 0.70], [4.49, 0.82, -3.73], [-5.35, 3.29, 3.23], [4.11, -1.28, -3.77], [-3.87, 2.15, 4.25], [-7.08, 2.08, 4.30], [-1.82, 0.58, 0.92], [2.53, -3.49, -3.08], [3.85, -1.95, -5.77], [2.20, -0.80, 1.44], [0.69, -4.29, -2.34], [2.77, -2.85, -1.06], [-0.61, 0.36, 2.60], [3.80, -1.55, -2.42], [-1.83, 2.16, 2.76], [-0.91, 0.30, -0.03], [-4.89, 4.28, 3.31], [-2.62, 3.13, 0.44], [-3.13, 2.67, 2.39], [-5.93, 3.24, 2.30], [-4.64, 1.26, 2.93], [2.61, -0.56, 0.18], [-6.55, 1.13, 4.44], [1.55, -0.11, -0.56], [4.32, -0.65, -1.52], [1.66, -4.65, -2.69], [3.02, -2.64, -2.09], [5.93, -0.18, -3.63], [-7.78, 2.22, 5.13], [-1.70, 2.26, 3.84], [3.62, -2.14, -4.73], [4.33, -1.82, 0.20], [-3.34, 2.49, 0.97], [2.12, -5.22, -1.88], [-7.64, 2.05, 3.36], [5.09, -0.01, -5.18], [1.50, -5.32, -3.53], [0.88, -0.50, 1.54], [-1.61, 0.69, 2.34], [2.84, -3.23, -4.40], [-2.34, 0.05, 2.85], [0.47, -0.09, 0.37], [2.46, -3.88, -5.18], [-1.08, 2.78, 2.26], [4.67, -0.08, 0.36], [-3.13, 1.04, 0.51], [-3.89, 0.38, 0.95], [-3.20, 0.96, -0.58], [-4.23, 2.24, 3.23], [1.51, 0.16, -1.59]], "energy_ev": -33836.46522, "e_above_lowest_ev": 4.886, "smiles": "COCCN1CCN(C(=O)c2cc(COc3cc(C)ccc3C)on2)CC1", "e_homo_ev": -8.228, "molar_mass_da": 373.45}

---

# 3
{"formula": "C6H8O7S", "method": "ωB97M-V with the def2-TZVPD basis set", "species": ["O", "H", "H", "O", "C", "H", "H", "C", "S", "C", "H", "H", "H", "O", "H", "C", "C", "O", "O", "O", "C", "O"], "coordinates": [[-1.34, -2.38, 1.57], [2.66, 0.90, -2.35], [2.57, 2.14, 0.07], [-0.53, 1.61, -0.13], [2.08, 1.11, -1.47], [-0.38, -0.83, -2.38], [-1.01, -1.59, 4.27], [-1.31, -1.19, 1.54], [-1.41, -0.04, 2.88], [1.04, 0.03, -1.30], [-1.06, -2.27, -0.45], [1.55, -0.89, -1.10], [1.59, 1.95, -1.91], [0.31, -0.16, -2.53], [1.00, 0.59, 0.66], [0.18, 0.44, 0.01], [-1.10, -0.45, 0.19], [-1.28, -1.46, -0.76], [-2.83, 1.24, -0.40], [2.87, 1.40, -0.33], [-1.76, 0.89, -0.11], [-1.83, -1.06, 4.04]], "energy_ev": -31516.55032, "e_above_lowest_ev": 0.000, "e_homo_ev": -10.047, "molar_mass_da": 224.19}

---

# 4
{"formula": "C29H44N8OS2Sc", "method": "ωB97M-V with the def2-TZVPD basis set", "species": ["N", "H", "H", "S", "C", "H", "C", "H", "C", "H", "H", "H", "H", "C", "H", "H", "N", "H", "H", "H", "C", "H", "H", "C", "H", "N", "H", "N", "C", "C", "H", "H", "H", "N", "C", "C", "N", "H", "H", "C", "C", "H", "H", "C", "C", "Sc", "H", "H", "H", "H", "C", "H", "H", "C", "C", "C", "O", "H", "H", "C", "C", "C", "C", "H", "C", "H", "H", "N", "H", "C", "C", "S", "C", "N", "H", "C", "H", "H", "C", "H", "H", "H", "H", "C", "H"], "coordinates": [[-0.29, -3.40, 1.54], [-4.29, -2.66, 2.01], [3.57, 1.70, -1.51], [1.61, -1.02, -3.61], [-0.85, 0.64, 4.11], [0.43, -0.43, -5.52], [1.34, -0.62, 4.05], [1.72, 0.36, 3.74], [-2.41, 0.90, 2.23], [-3.10, -4.17, 3.39], [-0.44, 1.41, 2.27], [-2.85, -1.17, 0.55], [0.73, -3.15, 3.99], [-3.21, -0.38, 2.37], [1.23, -4.78, 2.13], [-1.69, 3.90, -1.99], [4.36, -0.03, -0.64], [-3.73, 3.38, -3.27], [-0.87, 4.32, -5.60], [-0.69, 3.08, 1.45], [1.18, -0.59, -1.93], [-0.41, -3.67, 0.56], [-1.26, 1.92, -5.25], [2.01, 2.05, -4.45], [-2.84, 1.69, 2.85], [2.60, 0.13, 1.07], [1.37, 5.29, -5.20], [1.29, -1.48, 2.85], [5.18, -1.22, -0.79], [-2.09, 2.89, -1.98], [5.25, 1.32, -1.98], [4.81, -1.83, -1.63], [-2.15, -2.72, 3.63], [-2.64, -1.42, 1.51], [0.76, 1.50, -4.67], [-0.03, -0.48, 4.70], [0.79, 1.31, -0.54], [2.82, 1.40, -4.12], [-1.57, -5.06, 1.76], [0.46, 0.03, -4.53], [1.42, -2.90, 3.17], [-3.49, -0.71, -1.99], [0.86, 3.52, 0.71], [-1.43, 1.90, -1.28], [-3.11, 0.30, -1.99], [-0.17, -0.89, 0.93], [2.07, -1.03, 4.76], [6.21, -0.94, -0.97], [2.11, -1.22, 2.31], [-0.69, 4.10, 0.06], [-0.17, 3.25, 0.51], [-3.20, -0.73, 3.40], [5.13, -1.81, 0.12], [-1.96, 0.59, -1.26], [3.46, 0.06, 0.30], [2.23, 3.40, -4.64], [-1.37, -0.35, -0.50], [-0.53, -0.11, -4.09], [-1.86, 0.61, 4.53], [-3.24, 2.60, -2.70], [-0.27, 2.33, -5.08], [-2.46, -3.45, 2.88], [4.26, 0.90, -1.77], [-4.63, 1.07, -3.28], [1.20, 4.23, -5.05], [-2.42, 1.25, 1.20], [-0.57, -1.43, 4.63], [0.93, 0.65, -1.75], [-3.15, -3.33, 0.85], [-0.23, 2.10, -0.46], [-3.22, -2.75, 1.78], [1.16, -2.01, -0.88], [1.09, -3.71, 1.94], [-1.00, 0.64, 2.62], [1.77, -3.44, 1.13], [-3.74, 1.31, -2.71], [3.87, 0.38, -2.65], [3.22, 3.81, -4.46], [-0.06, 3.69, -5.27], [-0.69, -4.61, 3.20], [2.43, -3.14, 3.53], [0.09, -0.27, 5.76], [-0.43, 1.61, 4.40], [-1.25, -4.20, 2.36], [-4.26, -0.18, 2.12]], "energy_ev": -87123.91887, "e_above_lowest_ev": 2.529, "e_homo_ev": -10.333, "molar_mass_da": 629.82, "total_charge": 1}

---

# 5
{"formula": "C24H52N2O7", "method": "ωB97M-V with the def2-TZVPD basis set", "species": ["C", "H", "C", "H", "H", "H", "O", "C", "H", "H", "H", "H", "H", "H", "H", "C", "H", "H", "C", "O", "H", "H", "O", "H", "H", "H", "C", "H", "H", "C", "O", "C", "C", "C", "H", "H", "H", "H", "H", "C", "H", "H", "O", "H", "C", "C", "H", "C", "H", "H", "H", "O", "H", "H", "C", "H", "H", "C", "C", "C", "H", "N", "H", "H", "H", "H", "C", "H", "H", "H", "H", "N", "H", "C", "H", "C", "H", "C", "H", "C", "H", "O", "H", "C", "H"], "coordinates": [[3.51, 0.31, -3.47], [3.17, 0.50, -4.49], [6.59, -2.05, -0.24], [0.91, 2.05, -0.59], [2.43, 0.53, 4.85], [-2.70, -1.41, -3.53], [-0.03, -0.94, -0.22], [2.51, -0.64, -2.81], [-1.12, -1.32, -3.04], [-0.74, -3.23, 2.17], [1.32, -0.49, 2.77], [2.71, 0.96, 3.17], [1.09, 0.73, -2.57], [2.81, -0.78, -1.74], [-4.95, -2.13, 3.91], [-0.86, -2.29, 1.61], [6.92, -0.07, -1.18], [0.20, 4.36, -3.81], [6.23, -0.70, -0.57], [1.35, 2.40, -1.39], [4.51, -0.12, -3.62], [-1.84, -2.12, 1.19], [0.52, 1.14, 1.14], [1.13, -2.33, 0.77], [1.92, 3.92, -3.34], [0.11, 3.94, 1.67], [-1.66, 0.50, -4.20], [3.62, 1.31, -3.03], [0.86, 2.79, -4.07], [-6.99, -1.22, -0.97], [1.13, -0.24, -2.83], [0.09, -2.23, 0.43], [0.41, 3.27, -2.03], [-3.65, -0.50, 4.02], [0.13, -0.93, -1.18], [-0.14, -3.11, -0.31], [-2.64, 1.34, 3.95], [5.90, -3.79, 0.92], [-2.50, 1.14, -4.24], [2.82, 0.10, 3.86], [-7.73, -0.65, -1.58], [0.18, 4.20, -1.44], [1.95, -0.88, 3.36], [7.49, -2.54, -0.56], [5.04, -0.11, -0.12], [5.66, -2.73, 0.58], [4.76, 0.59, 4.59], [-5.12, -0.88, 2.22], [-6.88, -0.83, 0.01], [-1.29, 2.02, 1.57], [4.76, -0.43, 3.07], [-2.31, -0.08, -1.89], [-3.15, -0.80, 4.95], [-5.48, -0.08, -2.10], [-0.36, 1.80, 2.03], [-0.55, 2.69, -2.16], [1.20, 3.20, 2.71], [-1.96, -0.65, -3.26], [4.25, -0.23, 4.02], [-5.69, -1.10, -1.83], [-0.42, 3.46, 3.37], [-3.83, 1.18, 2.26], [-5.33, 0.69, 0.87], [-1.62, 0.01, -5.18], [4.78, 0.86, -0.34], [-1.74, -0.46, -1.21], [0.16, 3.14, 2.46], [-0.55, -1.47, 2.28], [-5.83, -1.61, -2.77], [2.51, -1.64, -3.25], [-0.39, 1.20, 2.96], [4.49, -2.23, 0.91], [0.21, 0.29, 0.76], [-4.61, -1.26, 3.38], [3.27, -0.68, 0.96], [-4.76, 0.34, 1.72], [-5.93, -1.44, 1.78], [4.22, -0.98, 0.60], [-0.70, 1.07, -4.11], [0.91, 3.64, -3.42], [-3.75, -1.03, -1.33], [-4.57, -1.64, -1.10], [-7.38, -2.21, -0.86], [-3.32, 0.71, 3.39], [4.31, -1.09, 4.71]], "energy_ev": -43040.85419, "e_above_lowest_ev": 0.000, "smiles": "c1ccncc1.c1ccncc1.CCO.CCO.CCO.CCO.CCO.CCO.CCO", "e_homo_ev": -9.363, "molar_mass_da": 480.69}